## 1
Molecular formula: C3H4N2OS
Method: DFT, wB97M-V/def2-TZVPD

Values from the calculation:
2S+1: 1

The geometry in XYZ format:
```
11
Properties=species:S:1:pos:R:3:lowdin_charge:R:1
N -2.945 -1.090 2.017 0.14
C -2.079 -0.680 1.368 -0.26
C -0.702 -0.536 0.712 -0.45
S -0.370 1.208 0.433 0.89
C 1.276 1.214 -0.181 -0.47
N 1.726 0.456 -1.153 -0.08
O 0.752 -0.411 -1.741 -0.15
H 0.172 -0.973 1.244 0.11
H -0.927 -0.870 -0.285 0.04
H 1.801 2.052 0.239 0.06
H 1.296 -0.371 -2.652 0.17
```

---

## 2
Molecular formula: C3H4N2OS
Method: DFT, wB97M-V/def2-TZVPD

Values from the calculation:
2S+1: 1

The geometry in XYZ format:
```
11
Properties=species:S:1:pos:R:3:lowdin_charge:R:1
C 1.972 0.334 -1.313 -0.26
C -0.867 -0.524 1.492 -0.42
C 0.674 0.398 -0.675 -0.54
N 2.903 0.474 -1.963 0.18
N -0.420 -0.077 -1.555 -0.11
O -1.536 0.371 -1.263 -0.08
S 0.412 -1.115 0.393 0.90
H -1.394 -1.378 2.082 0.08
H -1.525 -0.251 0.621 0.00
H -0.801 0.414 2.148 0.08
H 0.583 1.355 0.032 0.17
```

---

According to the calculations, the structures order from most to least stable as 1, 2.